[1]
This record from OMol25 describes a molecular structure, C42H58AsN5O5PSSiTi at a distorted geometry. The level of theory is the ωB97M-V functional and the def2-TZVPD basis.

As for the expectation value of S²: 2.010. As for the frontier orbital gap (spin up / spin down): 6.192 / 6.591 eV. The multiplicity is 3. For the LUMO energy (spin up / spin down), the calculation gives 2.24 / 2.07 eV. As for the HOMO energy (spin up / spin down): -0.1451 / -0.1661 Eh. Its total charge is -1.

Element x y z (Å)
Ti  -0.428  2.095  -1.888
C  -4.170  1.907  -0.349
Si  -3.494  3.287  -1.438
C  -3.796  2.824  -3.277
C  -4.521  4.875  -1.064
N  -1.836  3.416  -1.006
C  -1.436  4.186  0.016
C  -2.256  4.711  1.090
C  -1.810  5.595  2.103
C  -0.539  6.071  2.120
C  0.369  5.564  1.146
C  -0.086  4.695  0.176
O  0.766  4.207  -0.877
C  2.142  4.177  -0.610
C  2.990  4.865  -1.440
C  4.357  4.862  -1.095
C  4.799  4.205  0.084
C  3.917  3.725  0.951
C  2.562  3.578  0.568
H  -5.163  1.674  -0.598
H  -4.191  2.216  0.696
H  -3.475  1.080  -0.442
H  -4.914  2.801  -3.485
H  -3.361  1.871  -3.388
H  -3.472  3.461  -4.058
H  -5.283  5.017  -1.812
H  -4.030  5.922  -0.927
H  -4.990  4.599  -0.104
H  -3.336  4.578  1.061
H  -2.534  5.937  2.780
H  -0.241  6.645  3.007
H  1.384  5.948  1.155
H  2.540  5.334  -2.308
H  5.054  5.391  -1.721
H  5.806  4.349  0.427
H  4.214  3.350  1.942
H  1.802  3.099  1.165
O  -0.044  -0.910  -4.728
N  0.815  -1.849  -4.305
C  1.822  -1.849  -5.098
C  2.826  -2.860  -4.955
C  3.399  -3.280  -6.115
C  4.196  -4.412  -6.144
C  4.515  -5.104  -4.985
C  3.944  -4.696  -3.759
C  3.128  -3.509  -3.722
P  2.334  -2.791  -2.184
C  3.400  -3.348  -0.821
C  4.799  -3.285  -0.861
C  5.608  -3.683  0.166
C  5.111  -4.090  1.387
C  3.692  -4.040  1.545
C  2.888  -3.752  0.438
C  0.850  -3.817  -1.788
C  -0.242  -3.123  -1.231
C  -1.339  -3.832  -0.743
C  -1.322  -5.220  -0.956
C  -0.312  -5.888  -1.591
C  0.872  -5.195  -1.967
H  -0.495  -0.544  -3.952
H  1.825  -1.199  -5.950
H  3.201  -2.633  -6.967
H  4.643  -4.674  -7.073
H  5.035  -6.063  -4.929
H  4.304  -5.118  -2.824
H  5.282  -2.939  -1.788
H  6.714  -3.759  0.025
H  5.756  -4.218  2.242
H  3.181  -4.305  2.466
H  1.775  -3.772  0.578
H  -0.168  -2.054  -1.129
H  -2.186  -3.272  -0.355
H  -2.163  -5.845  -0.601
H  -0.315  -6.981  -1.783
H  1.658  -5.535  -2.604
N  0.138  3.331  5.282
C  -0.050  1.337  1.691
C  0.556  0.412  0.786
N  1.052  0.906  -0.476
H  -0.619  3.320  4.573
H  0.707  2.606  4.877
H  -0.132  3.012  6.218
H  -0.813  2.049  1.380
H  0.296  1.413  2.733
H  -0.048  -0.488  0.575
H  1.352  -0.202  1.315
H  1.341  0.115  -1.027
H  1.797  1.575  -0.262
C  -4.363  -1.627  6.252
C  -4.562  -1.624  4.759
As  -2.927  -0.937  3.873
C  -3.569  -0.991  2.073
C  -4.300  -2.299  1.716
C  -1.770  -2.497  4.023
C  -0.485  -2.048  4.732
H  -5.137  -2.201  6.727
H  -4.329  -0.631  6.700
H  -3.469  -2.069  6.633
H  -5.349  -0.889  4.537
H  -4.877  -2.651  4.464
H  -2.731  -0.861  1.393
H  -4.215  -0.143  1.945
H  -3.546  -3.034  1.987
H  -4.580  -2.458  0.700
H  -5.153  -2.513  2.373
H  -1.464  -2.941  3.085
H  -2.282  -3.189  4.719
H  0.121  -1.362  4.110
H  0.069  -2.906  5.079
H  -0.717  -1.485  5.667
O  1.297  2.208  -3.132
N  0.873  3.281  -3.668
O  1.582  3.977  -4.310
O  -0.391  3.514  -3.483
S  -1.629  0.318  -2.157


[2]
This record from OMol25 describes a molecular structure, C42H58F3GeN9O3SSeSn. The level of theory is the ωB97M-V functional and the def2-TZVPD basis.

As for the frontier orbital gap: 7.799 eV. For the LUMO energy, the calculation gives -4.44 eV. As for the HOMO energy: -0.4496 Eh. As for the relative energy (zero: lowest compared OMol25 entry of this formula, charge and spin): 11.5 kcal per mole. Its total charge is +2.

Element x y z (Å)
Sn  0.445  -0.554  -1.004
C  -0.974  -2.629  2.737
N  0.339  -2.489  3.335
C  0.636  -3.509  4.334
C  1.166  -1.487  3.082
N  0.623  -0.278  2.693
C  -0.552  0.143  3.503
C  -0.310  0.124  4.855
C  -1.177  0.704  5.791
C  -2.237  1.415  5.327
C  -2.529  1.475  3.943
C  -3.617  2.288  3.542
C  -3.961  2.379  2.230
C  -3.313  1.548  1.307
C  -2.285  0.696  1.654
N  -1.869  -0.209  0.659
C  -2.788  -1.008  0.169
N  -3.903  -1.430  0.810
C  -5.053  -2.017  0.132
C  -4.111  -1.360  2.248
N  -2.561  -1.500  -1.140
C  -2.687  -2.940  -1.366
C  -3.124  -0.709  -2.231
C  -1.753  0.742  2.986
N  2.485  -1.642  3.310
C  3.215  -0.769  4.232
C  3.153  -2.911  3.008
H  -1.080  -3.648  2.381
H  -1.080  -1.945  1.900
H  -1.737  -2.438  3.492
H  -0.229  -3.584  4.995
H  1.498  -3.236  4.933
H  0.803  -4.482  3.872
H  0.623  -0.291  5.213
H  -0.954  0.644  6.847
H  -2.878  1.958  6.010
H  -4.155  2.840  4.301
H  -4.760  3.032  1.906
H  -3.660  1.526  0.281
H  -5.066  -1.781  -0.923
H  -5.959  -1.599  0.573
H  -5.079  -3.101  0.263
H  -3.192  -1.162  2.776
H  -4.507  -2.321  2.581
H  -4.831  -0.578  2.498
H  -3.694  -3.258  -1.646
H  -2.378  -3.479  -0.473
H  -2.014  -3.217  -2.180
H  -3.012  0.352  -2.032
H  -4.185  -0.914  -2.407
H  -2.586  -0.946  -3.146
H  2.944  0.277  4.126
H  4.281  -0.879  4.045
H  3.029  -1.078  5.265
H  3.516  -3.394  3.917
H  3.995  -2.717  2.346
H  2.482  -3.576  2.475
C  4.818  -1.363  -1.376
C  5.336  -1.313  -0.096
C  4.583  -0.741  0.914
C  3.314  -0.239  0.647
N  2.798  -0.351  -0.595
C  3.536  -0.898  -1.571
C  2.699  0.797  1.563
C  3.521  1.936  1.565
C  3.184  3.126  2.175
C  1.948  3.217  2.775
C  1.136  2.102  2.854
C  1.491  0.854  2.322
H  5.384  -1.762  -2.204
H  6.328  -1.692  0.111
H  4.997  -0.632  1.905
H  3.060  -0.963  -2.544
H  4.464  1.876  1.037
H  3.863  3.966  2.148
H  1.612  4.144  3.219
H  0.201  2.219  3.373
F  -0.005  -5.213  0.499
C  0.851  -5.127  -0.531
F  0.178  -5.364  -1.647
F  1.770  -6.064  -0.374
S  1.662  -3.434  -0.575
O  1.347  -2.871  -1.880
O  3.039  -3.704  -0.293
O  0.997  -2.619  0.465
N  0.244  6.121  -0.856
C  0.366  4.779  -0.827
C  1.621  4.150  -0.859
C  1.690  2.780  -0.811
N  0.622  1.977  -0.743
C  -0.574  2.580  -0.723
C  -0.757  3.938  -0.749
H  1.049  6.708  -0.981
H  -0.660  6.554  -0.899
H  2.527  4.737  -0.922
H  2.651  2.287  -0.836
H  -1.421  1.920  -0.678
H  -1.756  4.353  -0.721
C  -0.789  0.344  -8.450
Ge  -0.825  1.132  -6.669
C  -2.608  1.115  -5.859
C  -0.089  2.943  -6.649
C  0.276  0.027  -5.426
Se  0.563  0.959  -3.724
C  2.361  1.642  -4.054
H  -1.451  0.907  -9.108
H  -1.122  -0.693  -8.434
H  0.218  0.382  -8.866
H  -3.278  1.793  -6.386
H  -2.541  1.443  -4.820
H  -3.042  0.116  -5.888
H  -0.756  3.631  -7.166
H  0.880  2.973  -7.147
H  0.030  3.289  -5.622
H  1.255  -0.236  -5.824
H  -0.243  -0.898  -5.184
H  2.293  2.653  -4.445
H  2.850  0.991  -4.775
H  2.912  1.640  -3.118


[3]
This record from OMol25 describes 10 unconnected molecules or ions with the total composition C42H60Cl18INO6 at a distorted geometry. The level of theory is the ωB97M-V functional and the def2-TZVPD basis.

As for the frontier orbital gap: 8.304 eV. For the LUMO energy, the calculation gives -0.46 eV. As for the HOMO energy: -0.3219 Eh. As for the SMILES: CC(=O)OCCCCCCCCc1cc(I)c2c(c1)C(=O)c1ccc(ON=O)cc1C2=O.ClCCCl.ClCCCl.ClCCCl.ClCCCl.ClCCCl.ClCCCl.ClCCCl.ClCCCl.ClCCCl. As for the relative energy (zero: lowest compared OMol25 entry of this formula, charge and spin): 30.1 kcal per mole. Its total charge is 0.

Element x y z (Å)
C  3.984  -1.288  -0.189
C  5.407  -1.533  0.324
O  5.599  -1.959  1.436
O  6.459  -1.207  -0.520
C  6.974  0.100  -0.175
C  6.669  1.143  -1.299
C  5.969  2.371  -0.673
C  5.296  3.292  -1.728
C  4.943  4.628  -1.035
C  3.701  5.325  -1.657
C  2.428  4.588  -1.143
C  1.666  5.363  -0.020
C  0.250  4.749  0.063
C  -0.893  5.523  0.093
C  -2.151  4.899  0.131
I  -3.920  6.084  0.163
C  -2.219  3.519  0.136
C  -1.047  2.739  0.141
C  0.189  3.346  0.106
C  -1.179  1.223  0.148
O  -0.485  0.497  0.830
C  -2.287  0.702  -0.745
C  -2.144  -0.431  -1.515
C  -3.192  -0.830  -2.346
C  -4.349  -0.055  -2.369
O  -5.399  -0.393  -3.211
N  -4.825  -0.858  -4.473
O  -5.154  -1.965  -4.617
C  -4.499  1.069  -1.563
C  -3.460  1.471  -0.742
C  -3.516  2.716  0.135
O  -4.499  3.015  0.772
H  3.936  -1.558  -1.261
H  3.684  -0.237  -0.081
H  3.293  -1.935  0.361
H  6.521  0.437  0.771
H  8.056  0.028  0.011
H  7.605  1.377  -1.825
H  6.008  0.621  -2.008
H  5.192  1.988  0.008
H  6.731  2.923  -0.097
H  6.014  3.424  -2.555
H  4.429  2.761  -2.152
H  5.810  5.300  -1.121
H  4.697  4.402  0.016
H  3.667  6.409  -1.481
H  3.735  5.166  -2.749
H  1.750  4.347  -1.977
H  2.759  3.617  -0.744
H  2.179  5.305  0.947
H  1.557  6.391  -0.399
H  -0.837  6.612  0.059
H  1.079  2.721  0.115
H  -1.200  -0.974  -1.439
H  -3.087  -1.708  -2.980
H  -5.405  1.675  -1.583
Cl  -0.731  1.399  6.565
C  -1.304  1.397  4.874
C  -0.177  1.253  3.884
Cl  0.876  2.693  3.823
H  -1.867  2.313  4.710
H  -1.986  0.553  4.773
H  -0.584  1.124  2.886
H  0.448  0.393  4.111
Cl  -5.430  0.032  0.593
C  -6.032  -1.502  1.292
C  -6.799  -2.316  0.281
Cl  -8.353  -1.551  -0.157
H  -6.634  -1.263  2.158
H  -5.158  -2.060  1.630
H  -7.034  -3.293  0.696
H  -6.227  -2.461  -0.634
Cl  -4.663  0.065  -6.755
C  -4.826  1.816  -7.043
C  -3.622  2.392  -7.746
Cl  -2.174  2.389  -6.708
H  -4.996  2.300  -6.083
H  -5.714  1.955  -7.658
H  -3.816  3.429  -8.018
H  -3.388  1.839  -8.653
Cl  -5.044  10.138  0.591
C  -5.791  9.476  2.068
C  -4.821  9.421  3.222
Cl  -3.540  8.211  2.963
H  -6.186  8.490  1.833
H  -6.626  10.128  2.320
H  -5.348  9.136  4.132
H  -4.345  10.384  3.392
Cl  2.435  -5.112  -0.131
C  2.924  -5.392  -1.824
C  3.377  -4.125  -2.501
Cl  2.034  -2.977  -2.762
H  2.084  -5.847  -2.346
H  3.748  -6.106  -1.806
H  3.789  -4.358  -3.482
H  4.145  -3.618  -1.921
Cl  5.349  -7.350  -2.845
C  6.717  -8.032  -1.915
C  6.767  -7.474  -0.514
Cl  7.208  -5.746  -0.498
H  7.642  -7.827  -2.468
H  6.572  -9.112  -1.882
H  7.522  -7.999  0.063
H  5.811  -7.582  -0.005
Cl  -10.061  -4.473  5.317
C  -10.106  -2.945  4.401
C  -9.298  -3.017  3.129
Cl  -7.546  -3.123  3.451
H  -9.751  -2.151  5.054
H  -11.151  -2.751  4.160
H  -9.457  -2.116  2.538
H  -9.580  -3.875  2.524
Cl  9.660  -7.891  -2.928
C  10.959  -8.508  -1.865
C  10.714  -9.926  -1.407
Cl  9.347  -10.061  -0.275
H  11.056  -7.823  -1.026
H  11.880  -8.472  -2.445
H  11.593  -10.295  -0.880
H  10.516  -10.587  -2.248
Cl  -4.479  -0.304  4.765
C  -5.252  -1.024  6.200
C  -4.316  -1.072  7.382
Cl  -2.987  -2.233  7.137
H  -5.608  -2.017  5.929
H  -6.117  -0.406  6.437
H  -4.860  -1.395  8.269
H  -3.877  -0.097  7.584


[4]
This record from OMol25 describes 11 unconnected molecules or ions with the total composition C42H60F3N14O4 at a distorted geometry. The level of theory is the ωB97M-V functional and the def2-TZVPD basis.

As for the frontier orbital gap: 7.244 eV. For the LUMO energy, the calculation gives -3.83 eV. As for the HOMO energy: -0.4068 Eh. Its total charge is +1.

Element x y z (Å)
C  -3.501  0.459  1.040
C  -4.394  0.866  -0.146
C  -5.871  0.478  0.092
C  -3.885  0.304  -1.504
C  -2.396  0.116  -1.614
C  -1.837  -1.089  -1.988
C  -2.641  -2.297  -2.384
C  -2.809  -3.268  -1.184
O  -4.052  -3.064  -0.545
C  -2.678  -4.749  -1.586
F  -2.671  -4.935  -2.907
F  -1.512  -5.231  -1.101
F  -3.657  -5.482  -1.064
C  -0.410  -1.177  -2.005
C  0.268  -2.459  -2.426
O  0.192  -2.547  -3.857
N  1.194  -1.772  -4.443
O  1.058  -1.720  -5.595
N  0.375  -0.193  -1.692
N  -0.197  0.967  -1.371
C  0.735  2.049  -0.993
C  0.738  2.232  0.530
C  0.596  3.691  0.947
O  1.916  1.652  1.070
C  1.657  0.625  2.017
C  2.928  0.249  2.709
C  3.081  0.509  4.067
C  4.254  0.167  4.742
C  5.316  -0.424  4.064
C  5.158  -0.688  2.714
C  3.992  -0.366  2.033
C  -1.506  1.186  -1.327
N  -1.994  2.410  -0.985
H  -2.987  -0.495  0.904
H  -2.735  1.221  1.164
H  -4.058  0.443  1.970
H  -4.366  1.951  -0.172
H  -6.331  -0.015  -0.759
H  -6.449  1.380  0.281
H  -5.969  -0.117  0.992
H  -4.382  -0.644  -1.625
H  -4.268  0.942  -2.303
H  -2.150  -2.753  -3.238
H  -3.622  -2.010  -2.727
H  -2.016  -3.077  -0.461
H  -3.981  -2.242  -0.050
H  -0.271  -3.312  -2.046
H  1.312  -2.462  -2.133
H  1.734  1.758  -1.293
H  0.469  2.958  -1.521
H  -0.107  1.711  0.985
H  1.151  3.891  1.857
H  0.960  4.375  0.186
H  -0.449  3.891  1.172
H  1.261  -0.260  1.500
H  0.927  0.928  2.768
H  2.269  0.979  4.609
H  4.311  0.387  5.799
H  6.222  -0.675  4.588
H  5.967  -1.141  2.163
H  3.878  -0.589  0.980
H  -1.412  3.198  -1.252
H  -2.909  2.571  -1.388
C  -5.258  4.672  2.238
C  -3.899  4.209  2.493
N  -2.834  3.833  2.688
H  -5.615  5.250  3.084
H  -5.284  5.296  1.350
H  -5.915  3.815  2.096
C  3.638  -3.695  -5.976
C  5.014  -4.053  -5.659
N  6.094  -4.329  -5.401
H  3.500  -3.679  -7.056
H  2.954  -4.423  -5.542
H  3.414  -2.710  -5.578
C  -8.442  7.178  3.396
C  -7.646  7.073  2.179
N  -7.022  6.982  1.223
H  -9.405  7.629  3.167
H  -8.598  6.187  3.820
H  -7.922  7.798  4.123
C  8.988  -3.042  3.687
C  8.825  -1.890  4.560
N  8.693  -0.990  5.256
H  8.872  -2.734  2.649
H  9.976  -3.477  3.832
H  8.229  -3.786  3.913
C  4.701  3.596  1.366
C  4.075  4.709  0.669
N  3.555  5.565  0.112
H  5.432  3.955  2.087
H  3.940  3.013  1.882
H  5.205  2.956  0.644
C  -0.261  -1.336  -8.827
C  -0.351  -0.264  -9.810
N  -0.424  0.577  -10.582
H  -1.171  -1.384  -8.232
H  -0.117  -2.289  -9.333
H  0.581  -1.158  -8.161
C  5.203  -4.635  6.307
C  5.651  -4.070  5.042
N  5.999  -3.612  4.052
H  5.643  -5.621  6.447
H  5.510  -3.988  7.126
H  4.119  -4.724  6.308
C  -4.597  4.125  6.283
C  -5.923  4.142  5.677
N  -6.955  4.162  5.182
H  -4.683  3.941  7.352
H  -3.994  3.340  5.831
H  -4.107  5.084  6.124
C  -4.082  -2.604  -7.270
C  -4.060  -1.556  -6.255
N  -4.050  -0.748  -5.445
H  -4.221  -2.172  -8.259
H  -3.137  -3.145  -7.245
H  -4.894  -3.299  -7.068
C  5.920  -4.176  0.216
C  6.950  -3.147  0.166
N  7.759  -2.338  0.127
H  6.321  -5.117  -0.155
H  5.588  -4.305  1.246
H  5.075  -3.881  -0.402


| no. | DFT total energy (Eh) |
| --- | --- |
| 1 | -6399.36560 |
| 2 | -7743.75932 |
| 3 | -10723.61059 |
| 4 | -3003.13239 |